No. 1
Here is a cluster of 6 separate species, C44H57N5O10Si in total from OMol25. Energies are from ωB97M-V/def2-TZVPD.

The geometry in XYZ format:
```
117
Properties=species:S:1:pos:R:3:forces:R:3
C -1.058279 3.828259 -2.507714 -0.29 0.04 0.41
C -1.099033 2.603556 -1.595821 0.44 -0.13 -0.52
C -0.240258 1.480898 -2.215007 -0.46 0.21 0.27
C -1.039735 0.683863 -3.244925 -0.11 0.11 -0.30
C -0.288457 0.122555 -4.474658 -0.03 -0.16 0.22
C 1.200554 -0.188816 -4.311872 0.07 -0.20 -0.24
C 1.506461 -1.611868 -3.840142 0.19 0.21 0.20
C 0.802433 -2.069465 -2.547849 0.10 -0.41 -0.11
C 1.726372 -2.502671 -1.388437 -0.32 0.15 0.18
C 1.589649 -1.665985 -0.100681 0.35 0.19 -0.08
C 2.803182 -0.772216 0.175286 -0.29 0.32 -0.34
C 2.826156 0.448730 -0.769967 -0.05 -0.22 0.23
C 4.210082 0.823015 -1.271111 -0.02 -0.08 -0.08
C 4.234547 1.953209 -2.308043 0.12 0.21 0.13
Si 3.605994 3.653951 -1.761441 -0.17 -0.33 -0.02
H -1.537444 3.638622 -3.466476 0.08 -0.05 -0.14
H -0.021405 4.117581 -2.663137 0.03 0.11 -0.15
H -1.573383 4.676115 -2.054548 -0.06 0.05 -0.04
H -0.704437 2.883801 -0.619185 -0.06 -0.06 0.14
H -2.120213 2.236743 -1.479507 -0.11 0.08 0.20
H 0.124549 0.824803 -1.424845 0.13 -0.04 -0.05
H 0.621103 1.966286 -2.674190 0.18 -0.08 0.01
H -1.815152 1.353613 -3.623100 -0.12 -0.06 -0.08
H -1.577049 -0.121243 -2.741986 -0.01 -0.02 0.10
H -0.435564 0.808132 -5.308631 0.14 0.14 0.00
H -0.770425 -0.810781 -4.778193 -0.14 0.03 -0.08
H 1.693172 0.528419 -3.658344 -0.05 0.10 0.06
H 1.679228 -0.074673 -5.287853 0.05 0.07 -0.01
H 1.271876 -2.299754 -4.653689 -0.06 -0.05 -0.06
H 2.588650 -1.681066 -3.695206 0.05 -0.08 -0.03
H 0.180410 -2.928890 -2.803195 -0.15 0.04 0.01
H 0.113154 -1.309950 -2.187286 -0.01 0.11 -0.03
H 1.500051 -3.536375 -1.138047 0.10 -0.11 -0.03
H 2.768026 -2.493418 -1.710686 0.09 0.00 -0.06
H 0.724092 -1.005978 -0.191401 -0.20 -0.06 0.15
H 1.410430 -2.313366 0.755254 0.00 -0.10 0.03
H 2.748356 -0.416139 1.204275 0.25 -0.07 0.14
H 3.722563 -1.342257 0.035918 0.07 -0.13 0.20
H 2.375750 1.292999 -0.246693 -0.10 0.10 -0.07
H 2.175865 0.239658 -1.618913 0.09 0.00 -0.16
H 4.643788 -0.068513 -1.733374 0.11 -0.05 0.04
H 4.851013 1.069176 -0.420888 0.06 0.05 0.05
H 3.694157 1.648612 -3.205686 -0.12 -0.04 -0.02
H 5.268506 2.106833 -2.626257 0.04 -0.01 -0.09
H 4.744090 4.559921 -1.494295 -0.02 0.05 0.01
H 2.797468 3.528833 -0.525433 0.03 0.10 0.07
H 2.720280 4.239635 -2.791580 0.08 0.06 -0.03
C -2.785592 -0.662536 -0.005176 0.02 -0.02 -0.04
C -2.501990 -1.972955 0.355379 0.03 0.05 -0.12
C -3.526133 -2.824716 0.734110 0.12 -0.04 0.05
C -4.820627 -2.338742 0.748433 0.05 0.03 -0.06
C -5.125112 -1.038488 0.390033 -0.08 0.12 -0.02
C -4.093023 -0.196211 0.011881 0.06 -0.02 -0.01
N -5.907442 -3.233798 1.172264 0.05 0.06 0.16
O -5.619414 -4.371162 1.476362 0.02 -0.12 -0.01
O -7.033132 -2.775923 1.224511 -0.13 0.05 -0.09
H -1.981684 -0.002563 -0.305953 0.02 0.02 0.06
H -1.480075 -2.327491 0.354602 -0.07 0.02 0.01
H -3.321709 -3.842983 1.027718 -0.06 -0.02 0.01
H -6.146978 -0.691912 0.403357 -0.04 -0.07 0.02
H -4.309677 0.825587 -0.269228 -0.01 0.01 -0.01
C 4.687311 -4.367813 -6.768874 0.00 0.00 0.02
C 5.823158 -4.159478 -5.997897 -0.05 -0.01 -0.03
C 5.765686 -4.303772 -4.621339 0.13 0.04 -0.03
C 4.561556 -4.658992 -4.044203 0.00 0.00 -0.07
C 3.417790 -4.869868 -4.790684 -0.13 -0.01 -0.05
C 3.487299 -4.720490 -6.166024 0.06 0.01 -0.03
N 4.488695 -4.804640 -2.580204 -0.05 0.16 -0.04
O 5.488863 -4.561508 -1.937469 0.10 -0.02 0.04
O 3.423161 -5.132695 -2.104248 -0.06 -0.16 0.07
H 4.737445 -4.254469 -7.843570 0.00 0.01 -0.01
H 6.756391 -3.882848 -6.468363 0.01 0.00 0.00
H 6.638032 -4.141141 -4.006751 -0.03 -0.02 0.07
H 2.492067 -5.139921 -4.305377 0.03 0.00 0.07
H 2.602575 -4.878916 -6.766939 -0.01 0.00 0.00
C -6.808585 -0.678002 3.638526 0.04 0.04 0.06
C -6.816714 -1.857541 4.371667 0.01 0.04 -0.03
C -6.148670 -1.926086 5.583753 -0.04 -0.13 -0.03
C -5.481512 -0.803684 6.037651 -0.04 0.00 -0.05
C -5.458105 0.379714 5.324513 0.03 0.13 -0.07
C -6.128764 0.435963 4.114024 -0.03 -0.05 -0.03
N -4.769870 -0.869604 7.325778 -0.04 0.00 -0.02
O -4.787084 -1.923134 7.926383 0.01 -0.09 0.04
O -4.210845 0.136081 7.712830 0.07 0.08 0.02
H -7.327697 -0.633193 2.692048 -0.03 -0.03 -0.02
H -7.337984 -2.725723 3.992930 -0.01 -0.01 -0.01
H -6.141862 -2.836285 6.163872 0.04 0.03 0.06
H -4.923788 1.236100 5.706544 0.02 -0.03 0.06
H -6.116064 1.351523 3.538363 -0.01 0.01 0.00
C 2.353818 -1.559617 6.506556 -0.01 0.00 -0.02
C 1.897997 -0.360085 5.976007 0.02 -0.05 0.02
C 1.110610 -0.358484 4.836737 0.02 0.14 0.03
C 0.794220 -1.569496 4.250784 0.02 0.01 0.05
C 1.237149 -2.775431 4.759728 0.03 -0.14 0.02
C 2.025378 -2.763705 5.898567 0.02 0.05 0.03
N -0.043576 -1.575225 3.041239 0.04 0.06 0.03
O -0.392061 -0.504183 2.587654 0.00 0.06 -0.05
O -0.331172 -2.651574 2.560199 -0.02 -0.15 0.03
H 2.966890 -1.555945 7.397786 0.01 0.00 0.00
H 2.154976 0.576673 6.450545 0.00 0.01 0.00
H 0.748691 0.564704 4.410278 -0.04 -0.03 -0.05
H 0.973216 -3.702762 4.274567 -0.04 0.03 -0.05
H 2.382747 -3.696693 6.311283 0.00 -0.01 0.00
C -0.605395 6.509091 3.209515 0.00 0.00 -0.02
C -1.507231 7.291487 2.500639 0.04 -0.04 0.03
C -1.370141 7.442513 1.130418 -0.10 0.09 0.03
C -0.322767 6.801584 0.496831 -0.02 -0.02 0.07
C 0.587354 6.017825 1.180926 0.10 -0.09 0.03
C 0.439478 5.874761 2.550788 -0.05 0.03 0.03
N -0.178153 6.943356 -0.962273 -0.04 -0.10 0.06
O -0.993176 7.623790 -1.548846 -0.05 0.08 -0.04
O 0.738986 6.351616 -1.489517 0.18 0.03 -0.10
H -0.718547 6.391988 4.279044 0.00 0.00 0.01
H -2.320445 7.784696 3.014686 -0.01 0.01 0.00
H -2.062529 8.046569 0.563945 0.03 -0.01 -0.07
H 1.391459 5.526941 0.652787 -0.02 0.02 -0.06
H 1.141150 5.265534 3.103449 0.01 -0.01 0.00
```
Forces are in eV/Å.

Output
HOMO-LUMO gap   9.2098 eV
Charge   0
SMILES   CCCCCCCCCCCCCC[SiH3].O=[N+]([O-])c1ccccc1.O=[N+]([O-])c1ccccc1.O=[N+]([O-])c1ccccc1.O=[N+]([O-])c1ccccc1.O=[N+]([O-])c1ccccc1
Electronic energy   -82342.100 eV

These are the Mulliken partial charges, in e, on atoms 1 to 4: C -1.274; C -0.606; C 1.211; C -0.568


No. 2
Here is an isolated molecule of C5H9N in a non-equilibrium geometry from OMol25. Energies are from ωB97M-V/def2-TZVPD.

The geometry in XYZ format:
```
15
Properties=species:S:1:pos:R:3:forces:R:3
C 0.572359 2.165218 0.801507 1.43 -0.89 -1.04
N -0.743099 1.550957 0.955884 0.99 0.69 0.15
C -0.867013 0.280460 0.400337 0.07 1.13 -0.87
C -0.102112 -0.242310 -0.575485 0.44 -2.46 -0.29
C -0.491784 -1.638999 -0.940542 0.08 0.07 -0.08
C 0.414975 -2.606920 -1.160531 -0.25 1.70 0.30
H 0.928318 2.123622 -0.245037 -0.70 0.12 0.18
H 1.352555 1.558560 1.283860 -0.10 0.06 0.34
H 0.736392 3.194552 1.108804 -0.85 0.04 0.32
H -1.052302 1.717817 1.900723 -0.52 -0.54 -0.07
H -1.779906 -0.272130 0.599648 -0.06 0.34 0.34
H 0.959231 -0.173593 -0.870056 -0.59 1.35 0.47
H -1.558919 -1.828167 -0.967917 -0.12 -0.39 0.65
H 0.231541 -3.630770 -0.897445 -0.07 -0.44 -0.89
H 1.399770 -2.198298 -1.393754 0.25 -0.77 0.49
```
Forces are in eV/Å.

Output
HOMO-LUMO gap   8.6531 eV
Charge   0
Relative energy (zero: lowest compared OMol25 entry of this formula, charge and spin)   219.13 kJ/mol
SMILES   C=C/C=C/NC
Electronic energy   -6818.724 eV

These are the Mulliken partial charges, in e, on atoms 1 to 4: C -0.946; N -0.268; C -0.167; C -0.239


No. 3
Here is an isolated molecule of C2H4N4O in a non-equilibrium geometry from OMol25. Energies are from ωB97M-V/def2-TZVPD.

The geometry in XYZ format:
```
11
Properties=species:S:1:pos:R:3:forces:R:3
C 1.368481 -1.079392 0.299543 0.38 -2.12 0.57
C -1.121589 0.632986 -0.936374 0.77 -0.56 -2.31
H 0.880290 -1.115099 1.440711 1.54 -0.35 -3.22
H 1.066730 -1.918119 -0.503424 0.51 1.13 2.48
H 2.489089 -0.913459 0.238869 -1.19 -1.12 0.83
H -0.878037 0.610963 -2.111898 -0.97 -0.45 3.15
N -0.159089 0.518568 -0.043677 -2.92 1.51 2.38
N -2.208783 0.942977 -0.295799 -0.66 2.25 -0.02
N -1.827990 1.271909 0.962536 -0.33 -1.50 1.28
N -0.613095 0.947299 1.267019 -0.51 -0.15 -4.18
O 1.003992 0.101368 -0.317507 3.37 1.36 -0.95
```
Forces are in eV/Å.

Output
HOMO-LUMO gap   10.6531 eV
Charge   0
Relative energy (zero: lowest compared OMol25 entry of this formula, charge and spin)   552.60 kJ/mol
SMILES   COn1cnnn1
Electronic energy   -10141.407 eV

These are the Mulliken partial charges, in e, on atoms 1 to 4: C -0.498; C 0.100; H 0.296; H 0.219


Repeat the third record exactly.
Here is an isolated molecule of C2H4N4O in a non-equilibrium geometry from OMol25. Energies are from ωB97M-V/def2-TZVPD.

The geometry in XYZ format:
```
11
Properties=species:S:1:pos:R:3:forces:R:3
C 1.368481 -1.079392 0.299543 0.38 -2.12 0.57
C -1.121589 0.632986 -0.936374 0.77 -0.56 -2.31
H 0.880290 -1.115099 1.440711 1.54 -0.35 -3.22
H 1.066730 -1.918119 -0.503424 0.51 1.13 2.48
H 2.489089 -0.913459 0.238869 -1.19 -1.12 0.83
H -0.878037 0.610963 -2.111898 -0.97 -0.45 3.15
N -0.159089 0.518568 -0.043677 -2.92 1.51 2.38
N -2.208783 0.942977 -0.295799 -0.66 2.25 -0.02
N -1.827990 1.271909 0.962536 -0.33 -1.50 1.28
N -0.613095 0.947299 1.267019 -0.51 -0.15 -4.18
O 1.003992 0.101368 -0.317507 3.37 1.36 -0.95
```
Forces are in eV/Å.

Output
HOMO-LUMO gap   10.6531 eV
Charge   0
Relative energy (zero: lowest compared OMol25 entry of this formula, charge and spin)   552.60 kJ/mol
SMILES   COn1cnnn1
Electronic energy   -10141.407 eV

These are the Mulliken partial charges, in e, on atoms 1 to 4: C -0.498; C 0.100; H 0.296; H 0.219